DFT (ωB97M-V/def2-TZVPD) results for 9 unconnected molecules or ions with the total composition C3H24N2O10 in a non-equilibrium geometry.

CARTESIAN COORDINATES (ANGSTROEM)
O (1.49429, -1.62511, -3.28500)
H (-0.13312, 3.51401, 2.54290)
O (-0.75351, -4.06935, 2.43439)
H (0.76520, 1.85297, -4.23071)
O (-1.75092, 2.03738, -1.58153)
H (1.18254, 2.88481, -3.16091)
H (1.64849, -0.39953, -1.69103)
O (-1.07065, -1.20937, 2.73935)
H (1.09948, 1.24005, -1.70786)
N (0.80182, -1.04985, 0.55686)
C (-2.49876, -1.12406, 2.64617)
C (-2.88105, -0.09101, 1.57502)
O (2.72446, -3.45022, -1.51362)
O (0.48153, 2.26033, -3.40741)
O (0.68356, 3.01097, 2.60445)
H (-1.18753, 2.18253, -2.35532)
H (1.25611, -1.81596, 0.09186)
H (0.55157, -1.81076, -3.22626)
H (-0.80128, -3.10384, 2.50254)
N (1.17435, 0.36064, -1.22519)
O (-2.29830, 1.16657, 1.85333)
H (1.67243, 4.25155, -1.16255)
O (2.21136, 3.68054, -1.72012)
H (0.26103, -1.20298, 1.39402)
H (-1.24287, -4.29047, 1.63745)
H (-2.51670, -0.43135, 0.59703)
H (-3.96233, 0.03022, 1.55652)
C (0.66676, 0.19472, 0.01956)
H (-2.87670, -2.11276, 2.40985)
H (2.94353, 3.40547, -1.15980)
H (-2.86667, -0.68585, 3.57785)
O (0.07953, 1.08834, 0.64708)
H (-1.22320, 2.37373, -0.85016)
H (3.57595, -3.74510, -1.17567)
H (0.73923, 2.53507, 1.76031)
H (1.92026, -2.31793, -2.75088)
H (-1.36064, 1.12472, 1.59934)
H (-0.74195, -0.39832, 3.14451)
H (2.23271, -4.26082, -1.68635)

Output
Kohn-Sham gap   9.54 eV
HOMO   -9.6 eV
SMILES   NC(N)=O.OCCO.O.O.O.O.O.O.O
Multiplicity   1
E   -990.6604 Ha